Record 1
Here is a gas-phase ion, C6H12BN2O2 (charge +1) in a non-equilibrium geometry from the Open Molecules 2025 dataset. Energies are from ωB97M-V with the def2-TZVPD basis set.

```
! wB97M-V def2-TZVPD RIJCOSX def2/J DEFGRID3
* xyz 1 1
C -0.32 1.96 -0.69
C -0.86 0.90 0.22
C -1.84 -0.04 -0.56
C -1.93 -1.36 -0.48
C -1.30 -2.01 0.56
N -0.21 -1.51 1.01
C 0.37 -0.24 0.65
N 1.10 0.23 1.87
B 1.37 -0.47 -0.59
O 2.58 0.10 -0.35
O 0.93 -1.14 -1.66
H -1.12 2.63 -0.98
H 0.14 1.49 -1.54
H 0.42 2.60 -0.16
H -1.08 1.25 1.24
H -2.34 0.56 -1.28
H -2.68 -1.74 -1.19
H -1.88 -2.62 1.18
H 1.78 0.94 1.53
H 1.75 -0.56 2.11
H 0.53 0.50 2.63
H 3.16 0.10 -1.19
H 1.43 -1.58 -2.34
*
```

Values from the calculation:
Energy, eV: -14162.5212
Energy relative to the best compared isomer or geometry (same formula, charge and spin), kcal/mol: 23.4
Gap between HOMO and LUMO, eV: 9.52
Lowest unoccupied orbital energy, eV: -3.3068

Record 2
Here is a molecular structure, C6H12Cl2Si2 in a non-equilibrium geometry from the Open Molecules 2025 dataset. Energies are from ωB97M-V with the def2-TZVPD basis set.

```
! wB97M-V def2-TZVPD RIJCOSX def2/J DEFGRID3
* xyz 0 1
C -0.92 -1.08 2.45
C -1.14 -0.48 -2.43
C 0.10 -1.28 1.64
C -0.59 -1.20 -1.43
C 2.29 -1.45 -0.32
C -0.27 3.54 0.55
Si 0.62 -0.59 0.00
Si 1.09 2.31 -0.07
Cl 1.95 2.73 -1.90
Cl 2.55 2.79 1.27
H -0.94 -1.63 3.35
H -1.65 -0.41 2.12
H -1.83 -0.80 -3.31
H -0.83 0.46 -2.49
H 0.86 -1.93 2.14
H -1.03 -2.19 -1.24
H 2.93 -0.85 -1.00
H 2.78 -1.39 0.72
H 1.96 -2.45 -0.53
H 0.09 4.42 0.81
H -1.19 3.69 0.02
H -0.61 3.17 1.59
*
```

Values from the calculation:
Energy, eV: -47216.6929
Energy relative to the best compared isomer or geometry (same formula, charge and spin), kcal/mol: 27.8
Gap between HOMO and LUMO, eV: 8.84
Lowest unoccupied orbital energy, eV: 0.1829

Record 3
Here is a molecular structure, C6H12Cl3FeO2Pb in a non-equilibrium geometry from the Open Molecules 2025 dataset. Energies are from ωB97M-V with the def2-TZVPD basis set.

```
! wB97M-V def2-TZVPD RIJCOSX def2/J DEFGRID3
* xyz 0 6
Fe 0.43 -0.83 -2.43
Cl 1.68 -2.58 -2.69
C 1.55 0.79 -2.69
C -1.11 -1.02 -3.66
H 1.39 1.21 -3.69
H 1.40 1.59 -1.95
H 2.60 0.46 -2.64
H -0.99 -0.34 -4.51
H -2.08 -0.83 -3.19
H -1.08 -2.05 -4.05
Pb -0.71 -0.21 1.01
C -2.44 -1.23 2.02
C -0.76 0.32 -1.25
H -3.35 -0.72 1.68
H -2.44 -2.30 1.72
H -2.29 -1.12 3.11
H -1.85 0.22 -1.47
H -0.50 1.40 -1.19
Cl 2.34 2.89 3.74
C 1.95 1.22 4.11
Cl 1.12 0.99 5.67
C 1.01 0.65 3.02
O 1.17 -0.56 2.66
O 0.10 1.42 2.55
H 2.87 0.63 4.12
*
```

Values from the calculation:
Energy, eV: -87708.9705
Gap between HOMO and LUMO (spin up / spin down), eV: 5.50 / 8.06
⟨S²⟩: 8.86
Lowest unoccupied orbital energy (spin up / spin down), eV: -1.9535 / -1.9302

Record 4
Here is C6H12ClN in the gas phase in a non-equilibrium geometry from the Open Molecules 2025 dataset. Energies are from ωB97M-V with the def2-TZVPD basis set.

```
! wB97M-V def2-TZVPD RIJCOSX def2/J DEFGRID3
* xyz 0 1
C -0.78 -1.22 -1.45
C -0.67 -0.15 -0.37
C -1.48 1.06 -0.82
N -0.80 -0.69 1.04
Cl -1.65 0.19 2.30
C 0.62 0.04 0.47
C 1.71 -1.06 0.49
C 1.03 1.37 1.07
H 0.18 -1.05 -2.09
H -1.63 -1.07 -2.10
H -0.91 -2.15 -1.05
H -0.98 2.00 -0.48
H -2.53 0.87 -0.44
H -1.53 0.99 -1.86
H 2.09 -1.36 1.56
H 2.66 -0.86 -0.04
H 1.29 -1.97 0.17
H 0.08 1.98 1.11
H 1.76 1.92 0.49
H 1.54 1.16 2.03
*
```

Values from the calculation:
Energy, eV: -20426.3152
Energy relative to the best compared isomer or geometry (same formula, charge and spin), kcal/mol: 75.1
Gap between HOMO and LUMO, eV: 9.93
Lowest unoccupied orbital energy, eV: 0.9204

Record 5
Here is C6H12ClN in the gas phase in a non-equilibrium geometry from the Open Molecules 2025 dataset. Energies are from ωB97M-V with the def2-TZVPD basis set.

```
! wB97M-V def2-TZVPD RIJCOSX def2/J DEFGRID3
* xyz 0 1
N 1.34 -1.55 -0.63
C 2.05 -0.55 0.42
C 0.97 0.48 0.76
C 0.33 0.96 -0.46
C -0.93 -0.02 -0.35
C -2.31 0.48 -0.42
Cl -3.63 -0.65 0.24
C -0.38 -0.19 1.15
H 1.20 -0.72 -1.38
H 0.60 -2.17 -0.57
H 2.58 -0.95 1.26
H 2.74 -0.12 -0.44
H 1.48 1.38 1.16
H -0.14 1.98 -0.35
H 0.92 1.05 -1.40
H -0.75 -0.76 -1.10
H -2.52 0.83 -1.50
H -2.50 1.47 0.15
H -0.93 0.26 2.02
H -0.11 -1.23 1.43
*
```

Values from the calculation:
Energy, eV: -20425.6377
Energy relative to the best compared isomer or geometry (same formula, charge and spin), kcal/mol: 90.7
Gap between HOMO and LUMO, eV: 9.69
Lowest unoccupied orbital energy, eV: 0.8738

Record 6
Here is a molecular structure, C6H12CrF6O10S2 in a non-equilibrium geometry from the Open Molecules 2025 dataset. Energies are from ωB97M-V with the def2-TZVPD basis set.

```
! wB97M-V def2-TZVPD RIJCOSX def2/J DEFGRID3
* xyz 0 5
Cr 0.12 -0.22 -0.16
C -3.95 1.57 -1.26
F -4.18 0.40 -0.67
F -4.58 1.60 -2.43
F -4.42 2.54 -0.49
S -2.12 1.83 -1.54
O -1.97 1.89 -2.97
O -1.78 3.01 -0.80
O -1.56 0.59 -0.96
C 3.20 -1.42 2.87
F 2.55 -0.35 3.35
F 4.45 -1.37 3.28
F 2.61 -2.52 3.35
S 3.14 -1.36 1.03
O 3.39 -2.69 0.56
O 1.73 -0.95 0.83
O 4.08 -0.34 0.69
C 0.51 -0.61 -3.04
C 1.61 0.33 -2.63
O 1.15 1.17 -1.53
O 0.24 -1.55 -1.97
H 0.79 -1.11 -3.97
H -0.40 -0.05 -3.26
H 1.89 0.89 -3.53
H 2.51 -0.18 -2.28
H 1.53 2.05 -1.69
H -0.23 -2.30 -2.34
C -1.72 -0.58 2.08
C -0.70 0.42 2.57
O -0.24 1.27 1.51
O -1.04 -1.52 1.17
H -2.53 -0.18 1.49
H -2.13 -1.11 2.94
H 0.15 -0.13 2.97
H -1.13 1.05 3.36
H -0.29 2.19 1.80
H -0.71 -2.27 1.67
*
```

Values from the calculation:
Energy, eV: -93289.6380
Gap between HOMO and LUMO (spin up / spin down), eV: 8.73 / 10.36
⟨S²⟩: 6.00
Lowest unoccupied orbital energy (spin up / spin down), eV: -0.0570 / -0.0259

Record 7
Here is a molecular structure, C6H12F2O6Tl in a non-equilibrium geometry from the Open Molecules 2025 dataset. Energies are from ωB97M-V with the def2-TZVPD basis set.

```
! wB97M-V def2-TZVPD RIJCOSX def2/J DEFGRID3
* xyz 1 1
Tl 1.84 2.56 -1.38
F 1.64 2.80 -4.26
F 1.43 4.04 1.11
C -3.36 1.30 -1.35
O -2.93 1.08 -0.04
C -1.75 1.37 0.44
O -0.75 1.68 -0.20
O -1.85 1.14 1.79
C -0.70 1.61 2.53
H -3.44 0.45 -2.02
H -2.82 2.01 -1.97
H -4.37 1.70 -1.38
H 0.17 1.11 2.11
H -0.87 1.36 3.58
H -0.50 2.68 2.45
C -0.49 -1.85 0.21
O 0.89 -2.33 -0.10
C 1.78 -1.48 -0.67
O 1.61 -0.32 -1.05
O 3.03 -2.08 -0.89
C 3.47 -3.19 -0.13
H -1.19 -2.66 0.38
H -0.86 -1.16 -0.55
H -0.58 -1.35 1.17
H 2.72 -3.96 -0.31
H 3.39 -3.02 0.95
H 4.47 -3.50 -0.43
*
```

Values from the calculation:
Energy, eV: -28813.7594
Energy relative to the best compared isomer or geometry (same formula, charge and spin), kcal/mol: 98.1
Gap between HOMO and LUMO, eV: 3.19
Lowest unoccupied orbital energy, eV: -11.2972

Record 8
Here is a gas-phase ion, C6H12I2N2 (charge +2) in a non-equilibrium geometry from the Open Molecules 2025 dataset. Energies are from ωB97M-V with the def2-TZVPD basis set.

```
! wB97M-V def2-TZVPD RIJCOSX def2/J DEFGRID3
* xyz 2 1
C -1.32 -2.06 1.95
N -0.80 -1.38 0.87
C -1.54 -0.67 0.07
I -3.59 -0.93 -0.16
C -1.02 0.34 -0.95
C 0.53 0.59 -0.96
N 0.85 1.94 -1.38
C 1.01 0.26 0.52
C 0.70 -1.22 0.96
I 1.47 -2.71 -0.38
H -2.29 -1.73 2.07
H -0.97 -1.77 2.95
H -0.99 -3.04 1.91
H -1.31 -0.18 -1.87
H -1.69 1.15 -0.89
H 0.91 -0.13 -1.67
H 1.52 2.43 -0.63
H -0.06 2.39 -1.73
H 1.44 1.89 -2.27
H 2.07 0.53 0.69
H 0.45 0.84 1.25
H 1.01 -1.56 1.92
*
```

Values from the calculation:
Energy, eV: -25579.5784
Energy relative to the best compared isomer or geometry (same formula, charge and spin), kcal/mol: 0.8
Gap between HOMO and LUMO, eV: 8.85
Lowest unoccupied orbital energy, eV: -7.8607

Record 9
Here is a gas-phase ion, C6H12IN2 (charge +1) in a non-equilibrium geometry from the Open Molecules 2025 dataset. Energies are from ωB97M-V with the def2-TZVPD basis set.

```
! wB97M-V def2-TZVPD RIJCOSX def2/J DEFGRID3
* xyz 1 1
C -1.45 1.51 1.54
N -0.24 1.28 0.60
C -0.33 0.86 -0.56
C -1.47 0.48 -1.43
C 1.05 0.34 -1.05
C 2.02 0.08 -0.02
I 4.15 -0.45 -0.37
N 1.24 -1.07 -0.39
C 0.50 -1.80 0.72
H -0.96 1.68 2.44
H -1.92 2.43 1.45
H -2.12 0.69 1.56
H -2.27 1.19 -1.60
H -2.06 -0.43 -1.09
H -1.09 0.09 -2.45
H 0.75 0.28 -2.08
H 1.67 0.47 0.91
H 1.44 -1.80 -1.02
H 0.22 -2.72 0.40
H 1.28 -1.87 1.48
H -0.40 -1.23 0.94
*
```

Values from the calculation:
Energy, eV: -17486.8207
Energy relative to the best compared isomer or geometry (same formula, charge and spin), kcal/mol: 70.8
Gap between HOMO and LUMO, eV: 9.61
Lowest unoccupied orbital energy, eV: -3.9175

Record 10
Here is 2 unconnected molecules or ions with the total composition C6H12IN2 in a non-equilibrium geometry from the Open Molecules 2025 dataset. Energies are from ωB97M-V with the def2-TZVPD basis set.

```
! wB97M-V def2-TZVPD RIJCOSX def2/J DEFGRID3
* xyz 1 1
C 0.42 -2.00 -0.98
C 0.23 -0.49 0.79
C 1.27 -1.64 1.27
C -2.13 1.38 -1.39
C -0.22 2.98 -0.69
C -0.87 1.87 -1.47
N -0.30 -1.06 -0.43
N 1.37 -2.38 -0.12
I 0.47 0.97 -3.13
H 0.22 -2.58 -1.89
H -0.56 -0.24 1.49
H 0.61 0.54 0.72
H 2.24 -1.36 1.60
H 0.77 -2.34 1.89
H -2.63 0.85 -2.29
H -0.92 -0.40 -0.98
H -2.79 1.88 -0.67
H -0.05 3.80 -1.32
H 0.74 2.80 -0.09
H -1.07 3.28 0.04
H 2.07 -3.24 -0.18
*
```

Values from the calculation:
Energy, eV: -17489.1612
Energy relative to the best compared isomer or geometry (same formula, charge and spin), kcal/mol: 16.9
Gap between HOMO and LUMO, eV: 9.60
Lowest unoccupied orbital energy, eV: -3.1445

Record 11
Here is a molecular structure, C6H12LaOP in a non-equilibrium geometry from the Open Molecules 2025 dataset. Energies are from ωB97M-V with the def2-TZVPD basis set.

```
! wB97M-V def2-TZVPD RIJCOSX def2/J DEFGRID3
* xyz 0 1
C 0.03 -0.90 -2.21
C -0.48 0.11 -3.00
C -0.41 1.50 -2.85
C 0.38 2.30 -1.95
C 1.20 1.90 -0.95
La -0.52 0.52 -0.58
P 0.41 -2.58 0.68
H -0.19 -1.96 -2.46
H -1.18 -0.14 -3.83
H -1.10 2.09 -3.48
H 1.89 2.59 -0.43
H 0.25 3.37 -2.14
H 1.56 -2.97 1.42
H 0.31 -3.75 -0.13
H -0.56 -2.99 1.67
C -1.67 1.04 2.86
O -1.90 0.73 1.47
H -0.80 1.68 2.94
H -1.51 0.13 3.45
H -2.53 1.57 3.26
H -2.85 0.60 1.36
*
```

Values from the calculation:
Energy, eV: -18605.8972
Gap between HOMO and LUMO, eV: 5.62
Lowest unoccupied orbital energy, eV: -0.4422